The following is a DFT calculation (ωB97M-V/def2-TZVPD) of 9 unconnected molecules or ions with the total composition C36H96B3F12N6O12 at a distorted geometry.

Properties
Gap between HOMO and LUMO (eV): 7.83
Multiplicity: 1
HOMO (eV): -14.07
Energy relative to the best compared isomer or geometry (same formula, charge and spin) (kcal per mole): 48.55
LUMO (eV): -6.25
Charge: +3

```
165
Properties=species:S:1:pos:R:3:forces:R:3
C 0.31360 -5.99265 7.29003 -0.28 -0.35 -0.37
O 0.85373 -4.71394 7.02013 0.97 0.48 0.01
C 0.10228 -3.58928 7.37033 -0.60 -0.42 -0.31
C 0.96156 -2.39398 7.01795 2.24 -0.07 0.83
N 1.67053 -2.59076 5.69532 -1.62 -0.06 -0.85
H 2.56912 -2.11383 5.67223 -0.16 0.27 -0.01
H 1.90668 -3.59465 5.61614 -0.21 -0.16 0.44
C 0.86007 -2.30418 4.44269 0.36 -1.34 -0.23
C 1.38504 -3.22504 3.34391 -0.18 0.81 -3.02
O 1.36849 -4.60537 3.49813 1.26 -0.47 1.76
C 0.09989 -5.11142 3.82052 -1.97 0.16 -1.08
H 1.12353 -6.69835 7.11777 -0.05 0.00 0.16
H -0.47535 -6.21392 6.56397 -0.13 -0.02 0.20
H -0.06630 -6.08548 8.30918 0.07 0.09 -0.01
H -0.14655 -3.58186 8.43622 0.11 0.19 0.03
H -0.85178 -3.61617 6.82450 -0.02 0.29 -0.02
H 1.86754 -2.36843 7.63630 -0.49 -0.41 0.70
H 0.56314 -1.39834 7.19788 -0.54 -0.08 -0.81
H 0.88879 -1.24592 4.20689 0.18 -0.03 -0.16
H -0.17661 -2.62894 4.52840 0.02 0.36 0.95
H 2.36098 -2.93961 2.94158 0.36 -0.12 0.75
H 0.78928 -3.05221 2.43127 -0.45 0.60 0.31
H -0.56643 -4.96879 2.95342 -0.05 0.42 0.17
H -0.31961 -4.60063 4.69006 -0.06 -0.30 0.11
H -0.00886 -6.18935 3.92971 1.12 -0.02 0.36
C -0.61400 -5.08889 -3.82426 -0.60 0.61 -0.59
O 0.80489 -5.06176 -3.93907 0.22 -0.68 0.15
C 1.25115 -3.75140 -4.15360 -0.15 0.28 0.09
C 1.00013 -2.86282 -2.93470 0.03 -0.52 -0.26
N 1.34572 -3.63258 -1.67539 0.03 0.32 0.76
H 1.17275 -3.05211 -0.85011 0.04 0.39 -0.26
H 0.63687 -4.37578 -1.52545 -0.05 -0.21 -0.34
C 2.65474 -4.33522 -1.52430 0.76 -0.20 -0.12
C 3.90718 -3.43959 -1.53883 -2.20 1.01 -1.31
O 3.72534 -2.31076 -0.68787 0.50 -0.24 0.97
C 4.04310 -2.67438 0.67470 -0.58 0.14 -1.27
H -0.92757 -4.57380 -2.91449 -0.28 0.04 -0.14
H -1.10047 -6.06096 -3.80940 0.90 -0.41 0.19
H -1.00267 -4.59962 -4.72446 -0.26 0.27 0.25
H 0.76408 -3.28705 -5.01162 -0.17 0.02 0.01
H 2.31368 -3.75047 -4.39967 0.13 -0.40 0.14
H -0.05253 -2.62226 -2.81748 0.02 0.06 -0.01
H 1.54556 -1.93316 -3.08032 0.24 -0.02 0.61
H 2.70496 -5.01056 -2.37684 0.09 -0.34 0.28
H 2.62215 -4.88511 -0.58503 -0.38 -0.27 -0.17
H 3.87014 -3.00051 -2.54132 0.66 0.01 -0.02
H 4.82588 -4.00506 -1.39145 0.01 0.01 0.21
H 3.35704 -3.47363 0.96124 0.40 -0.27 0.33
H 3.83009 -1.82493 1.31956 0.19 0.16 -0.07
H 5.09436 -2.95945 0.66180 -0.02 -0.18 0.65
C 4.80261 2.28589 3.08642 -0.15 -1.06 0.44
O 5.32383 2.23088 1.76984 -0.26 0.88 -0.48
C 4.96073 1.15675 0.94082 0.66 -1.42 0.45
C 3.45879 1.05782 0.66073 0.26 0.60 -0.40
N 2.96944 2.47138 0.36401 -1.18 -1.51 2.41
H 3.36527 2.96636 1.17187 0.64 0.85 -0.77
H 3.27449 2.76528 -0.55544 0.33 0.37 0.17
C 1.46407 2.74071 0.54519 0.96 0.16 -2.01
C 0.98765 2.62338 1.97529 -0.70 0.08 -0.97
O 1.84634 3.44743 2.71611 0.18 0.03 0.47
C 1.49641 3.47415 4.08427 -0.16 0.03 0.62
H 3.83244 1.78343 3.17694 -0.20 0.34 -0.20
H 4.71987 3.32388 3.39151 0.03 0.05 -0.07
H 5.41184 1.73540 3.80899 0.47 0.18 -0.19
H 5.27939 0.22353 1.42254 -0.36 -0.20 0.11
H 5.61424 1.14397 0.06843 -0.27 0.71 -0.25
H 2.99055 0.68105 1.56442 -0.51 0.33 -0.17
H 3.13513 0.43362 -0.16959 0.33 -0.27 0.07
H 0.97431 2.16804 -0.24149 -0.37 -0.56 0.65
H 1.44025 3.75655 0.14220 -0.47 0.30 0.69
H 0.85887 1.59238 2.32475 0.77 -0.10 0.06
H -0.05692 2.96921 1.99229 0.09 0.36 -0.07
H 2.20877 4.00252 4.71713 0.47 -0.01 -0.56
H 1.42542 2.45186 4.46831 -0.22 0.03 0.06
H 0.56277 4.02237 4.25068 -0.22 -0.31 -0.20
C 4.82656 -0.23499 -2.91833 -0.57 0.48 1.04
O 3.59642 -0.24536 -3.64306 0.34 0.20 0.14
C 3.76294 0.33577 -4.93536 -0.86 -0.41 -0.21
C 2.99358 1.64582 -5.04863 -0.67 0.62 0.70
N 1.71527 1.55374 -4.20070 1.43 0.46 -0.35
H 1.11299 0.79640 -4.51953 -0.01 -0.50 -0.23
H 2.10696 1.24359 -3.30930 -0.57 -0.24 0.26
C 0.93061 2.81348 -4.08964 -1.06 -0.95 0.06
C 0.44208 3.38196 -5.41254 1.18 0.45 0.55
O 1.53133 4.10204 -5.95840 0.14 0.04 -0.04
C 1.15155 4.90266 -7.06894 -1.53 -0.28 -0.07
H 5.21278 0.78597 -2.82128 0.43 -0.03 -0.71
H 5.53344 -0.96016 -3.31262 0.22 0.20 -0.15
H 4.62394 -0.46733 -1.87055 -0.30 -0.61 -0.23
H 3.25761 -0.27039 -5.69213 0.42 -0.61 0.32
H 4.82862 0.39625 -5.14362 -0.09 0.42 -0.39
H 2.69918 1.82006 -6.07859 0.11 0.23 0.02
H 3.45724 2.53407 -4.61897 0.41 -0.03 -0.34
H 1.45050 3.54648 -3.47737 0.30 0.11 -0.33
H 0.02269 2.53232 -3.54929 0.14 -0.18 0.17
H -0.39025 4.01061 -5.07445 -0.08 0.33 -0.62
H 0.10302 2.64389 -6.14189 -0.28 -0.27 0.28
H 0.66402 5.80951 -6.69532 0.49 0.27 -0.20
H 0.34840 4.39004 -7.61736 0.21 -0.08 -0.15
H 1.95549 5.06992 -7.77776 0.30 0.15 0.43
C -4.93157 -2.48800 0.70888 -0.37 0.94 -0.36
O -4.32398 -2.03133 -0.51375 -0.11 -0.02 0.32
C -3.61711 -0.82434 -0.36452 1.12 -0.95 -0.21
C -3.09512 -0.47513 -1.72598 0.26 0.17 -0.83
N -4.25242 -0.40929 -2.68365 -0.76 -0.96 0.50
H -4.88394 -1.18119 -2.40900 0.25 -0.33 -0.33
H -4.82138 0.41257 -2.47848 0.13 0.12 -0.20
C -3.94157 -0.46123 -4.15190 0.24 0.21 -0.13
C -5.15189 -0.85593 -4.97552 -1.50 0.27 0.65
O -5.83946 -1.87485 -4.25016 0.11 0.98 -0.05
C -7.05568 -2.25443 -4.90625 0.02 -0.23 0.45
H -5.01903 -3.56803 0.76455 0.00 -0.02 -0.55
H -5.89946 -1.98037 0.67860 -0.26 -0.47 0.68
H -4.38147 -2.17261 1.59859 0.20 0.14 -0.15
H -2.71246 -1.04672 0.20681 -0.14 0.42 0.43
H -4.16011 0.03273 0.05517 -0.39 -0.26 0.24
H -2.41000 -1.21974 -2.12722 -0.11 -0.17 0.19
H -2.54898 0.46788 -1.72531 -0.14 0.07 -0.07
H -3.16303 -1.18128 -4.39667 0.42 0.24 0.70
H -3.64293 0.57900 -4.26625 0.44 -0.25 -1.15
H -4.98601 -1.21115 -5.99298 0.85 0.13 0.05
H -5.80389 0.02165 -5.08177 -0.19 -0.02 0.02
H -7.82350 -2.38398 -4.14308 0.18 -0.42 0.04
H -6.82362 -3.17961 -5.43279 -0.53 0.06 -0.21
H -7.46308 -1.47650 -5.55559 0.40 -0.01 -0.24
C -1.12755 8.70623 5.48375 0.16 0.44 -0.74
O -1.50514 7.34251 5.23837 -0.70 0.20 0.17
C -1.23479 6.89648 3.96065 0.74 -0.82 -0.45
C -1.98583 5.63402 3.58689 -1.00 0.65 -0.35
N -3.48252 5.81340 3.85342 0.33 0.05 -0.05
H -3.54642 5.94011 4.86653 -0.19 0.20 0.00
H -3.77280 6.69673 3.43086 0.07 0.10 0.11
C -4.48665 4.73657 3.41840 0.82 1.37 -0.06
C -4.37709 4.44631 1.92471 0.69 -1.42 0.89
O -3.10023 3.79542 1.79748 -0.36 0.27 -1.03
C -2.94660 3.31824 0.46743 -0.58 -0.67 -0.89
H -1.93994 9.27392 5.93188 0.02 -0.43 0.55
H -0.96437 9.23559 4.53948 0.19 -0.22 -0.09
H -0.19900 8.73942 6.04711 -0.14 0.04 0.25
H -0.18620 6.57786 3.82839 0.11 0.35 0.09
H -1.42305 7.61900 3.15571 -0.13 0.37 0.34
H -1.68955 4.71193 4.07657 0.07 0.04 0.01
H -1.87996 5.59756 2.50832 0.07 -0.66 0.03
H -5.44188 5.16125 3.72079 -0.17 -0.30 -0.12
H -4.21210 3.89261 4.04450 -0.32 -0.38 -0.36
H -4.47310 5.24477 1.18794 0.01 0.55 0.43
H -5.17071 3.72942 1.69466 -0.09 -0.04 -0.04
H -2.96647 4.06035 -0.33940 0.19 0.65 0.51
H -3.80318 2.68781 0.20125 0.02 -0.28 0.24
H -2.05319 2.71568 0.31634 0.12 0.04 0.59
B -1.38760 -5.56823 -0.34487 -0.86 -0.18 -0.40
F -1.53651 -5.86051 1.01298 0.23 -0.02 0.06
F -2.34248 -6.19788 -1.13530 -0.08 0.09 0.25
F -1.51455 -4.15424 -0.50812 0.47 -0.04 -0.07
F -0.11702 -5.98454 -0.82912 0.57 0.58 0.22
B 0.12751 -0.43511 -0.11882 0.23 -0.11 -0.49
F -0.43337 -1.69019 -0.37266 0.13 0.85 0.08
F -0.81165 0.53451 0.30691 -0.16 -0.16 0.23
F 1.13179 -0.57869 0.86294 0.00 0.01 0.46
F 0.74528 0.11022 -1.27770 0.15 -0.03 -0.03
B -0.48199 -0.63150 -5.20380 -0.49 -1.29 -0.20
F -0.94214 0.29742 -6.12629 -0.06 0.33 0.48
F -1.04028 -1.89361 -5.42084 -0.29 0.38 0.15
F 0.92079 -0.76279 -5.34065 0.53 0.36 0.07
F -0.72663 -0.24544 -3.84515 -0.04 0.47 -0.46
```
Forces are in eV/Å.